Entry 1:
Here is 2 unconnected molecules or ions with the total composition C2H8O2 in a non-equilibrium geometry from the Open Molecules 2025 dataset. Energies are from wB97M-V/def2-TZVPD.

The calculation puts the orbital gap at 10.97 eV. For the total energy, the calculation gives -6296.66326 eV. For the energy above the lowest of the compared OMol25 structures with the same formula, charge and spin, the calculation gives 1.747 eV. The SMILES is CO.CO. The value obtained for the HOMO energy is -10.195 eV. The value obtained for the LUMO energy is 0.78 eV.

```
! wB97M-V def2-TZVPD RIJCOSX def2/J DEFGRID3
* xyz 0 1
H -0.28 1.78 1.62
O 0.92 0.30 2.21
H -1.96 -0.84 -1.54
C 0.38 1.05 1.01
H -0.38 0.34 0.60
H 1.58 0.97 2.53
C -0.88 -1.17 -1.46
H 1.13 1.38 0.41
H -0.66 -1.60 -0.45
O -0.05 -0.01 -1.63
H -0.66 -1.99 -2.18
H 0.86 -0.19 -1.12
*
```

The Mulliken scheme yields these atomic charges, measured in e: number 1, H, carries 0.2733; number 2, O, carries -0.5228; number 3, H, carries 0.2258; number 4, C, carries -0.2934; number 5, H, carries -0.0136; number 6, H, carries 0.2992; number 7, C, carries -0.5428; number 8, H, carries 0.2569; number 9, H, carries 0.2623; number 10, O, carries -0.5220; number 11, H, carries 0.2436; number 12, H, carries 0.3336

Entry 2:
Here is a molecular structure, C29H43F6N3O5SbSi3Ti in a non-equilibrium geometry from the Open Molecules 2025 dataset. Energies are from wB97M-V/def2-TZVPD.

The calculation puts the orbital gap (alpha / beta) at 4.97 / 3.58 eV. For the total energy, the calculation gives -115077.12843 eV. For the energy above the lowest of the compared OMol25 structures with the same formula, charge and spin, the calculation gives 3.765 eV. As for the expectation value of S²: 0.79. The value obtained for the HOMO energy (alpha / beta) is -7.252 / -7.252 eV. The value obtained for the LUMO energy (alpha / beta) is -2.28 / -3.67 eV.

```
! wB97M-V def2-TZVPD RIJCOSX def2/J DEFGRID3
* xyz 0 2
H 0.44 0.66 8.15
F 0.78 -3.46 3.89
C -4.23 -1.57 -0.67
C -3.58 1.32 0.19
H -2.31 2.77 -1.27
H -2.08 -4.33 -1.87
F 1.48 -4.66 0.87
H -3.68 0.67 -4.27
C 3.25 2.17 -0.22
O 0.80 -1.92 -0.09
H -4.14 -1.57 -3.80
C -1.49 2.25 2.80
C -3.51 -2.37 -3.41
N -2.47 1.22 0.88
H -1.63 2.79 3.74
Si 0.21 -1.54 -2.89
C -2.53 2.52 -2.31
C -2.61 0.66 -4.53
H -2.03 -1.75 5.61
C 4.25 1.23 -0.06
H 0.73 -3.75 -1.68
H -0.25 3.98 -0.92
H 4.67 -0.88 0.21
H -5.44 2.59 0.36
C 0.06 0.79 4.79
C -3.84 2.82 1.84
C -4.47 2.31 0.75
C 0.53 1.10 6.06
H 1.49 1.09 3.21
O 1.47 -0.51 -2.57
H -1.19 -1.18 7.87
H -2.39 -0.29 -4.99
N 1.62 0.47 0.09
H 0.80 1.90 -2.81
Si -2.70 -1.90 -1.75
C 2.58 -0.45 0.16
O 0.67 3.74 -0.70
H 0.84 -2.00 -5.27
Si -1.55 1.01 -2.98
H 3.43 -1.12 -2.82
H -3.61 2.37 -2.40
F -1.95 -3.71 3.45
Ti -0.47 0.12 0.59
C -0.04 -1.55 -4.79
C -1.33 -0.93 5.75
C 0.59 1.57 3.59
H 5.29 1.52 -0.10
H 1.27 1.89 6.18
H 0.19 -3.99 -3.34
N -0.38 1.68 2.50
H -3.74 0.72 -0.69
H 0.86 2.58 3.93
C 3.92 -0.11 0.12
H -0.16 -0.54 -5.20
H 3.07 0.56 -3.27
H 1.81 -3.39 -3.02
F -1.65 -1.17 0.62
H -0.14 2.84 -3.98
H -2.78 -2.63 -4.18
F -0.31 -5.74 2.88
H 3.47 3.22 -0.39
O -0.36 1.81 -0.36
H 2.15 -3.80 0.62
C -0.85 -0.62 7.01
C -0.89 -0.22 4.65
C -1.31 -0.67 -2.16
H -3.98 -1.16 0.31
C 0.70 2.47 -0.40
C 2.69 -0.46 -3.28
C 0.08 0.40 7.16
H -1.00 -3.43 -0.80
H -2.28 3.39 -2.93
F 0.36 -0.64 1.98
O 2.76 -2.82 0.46
C 0.06 1.83 -3.60
H -2.60 -3.88 -0.23
H -4.97 -0.92 -1.16
C -2.03 -3.55 -1.11
C 0.77 -3.34 -2.69
H -0.91 -2.13 -5.09
H -4.71 -2.53 -0.50
Sb -0.29 -3.90 2.31
H -4.15 -3.24 -3.25
C -2.58 2.14 1.89
H -1.29 -0.49 3.68
H 2.56 -0.77 -4.33
H -2.45 1.45 -5.27
C 1.92 1.75 -0.15
H -4.18 3.57 2.53
H 0.51 1.26 -4.41
C 1.99 -1.83 0.19
*
```

The Mulliken scheme yields these atomic charges, measured in e: number 1, H, carries 0.3887; number 2, F, carries -0.6119; number 3, C, carries -1.6270; number 4, C, carries -1.6566; number 5, H, carries 0.0311; number 6, H, carries 0.3486; number 7, F, carries -0.6755; number 8, H, carries 0.3254; number 9, C, carries -1.0192; number 10, O, carries 0.1913; number 11, H, carries 0.3033; number 12, C, carries -0.4489; number 13, C, carries -1.3593; number 14, N, carries 1.2902; number 15, H, carries 0.4521; number 16, Si, carries -0.0881; number 17, C, carries -1.1925; number 18, C, carries -1.4869; number 19, H, carries 0.4314; number 20, C, carries -0.8096; number 21, H, carries 0.1057; number 22, H, carries 0.4270; number 23, H, carries 0.6583; number 24, H, carries 0.5288; number 25, C, carries 0.7878; number 26, C, carries -1.3762; number 27, C, carries -1.4121; number 28, C, carries -0.7409; number 29, H, carries 0.3411; number 30, O, carries 0.0079; number 31, H, carries 0.4036; number 32, H, carries 0.4104; number 33, N, carries 2.0309; number 34, H, carries -0.0907; number 35, Si, carries 1.4792; number 36, C, carries -0.3564; number 37, O, carries -0.6086; number 38, H, carries 0.4910; number 39, Si, carries 0.9665; number 40, H, carries 0.2214; number 41, H, carries 0.3675; number 42, F, carries -0.6489; number 43, Ti, carries -0.2866; number 44, C, carries -1.3781; number 45, C, carries -1.0183; number 46, C, carries -1.5759; number 47, H, carries 0.4701; number 48, H, carries 0.3856; number 49, H, carries 0.3912; number 50, N, carries 0.3299; number 51, H, carries 1.2086; number 52, H, carries 0.6030; number 53, C, carries -0.3894; number 54, H, carries 0.3794; number 55, H, carries 0.1987; number 56, H, carries 0.3576; number 57, F, carries -0.3951; number 58, H, carries 0.5307; number 59, H, carries 0.3523; number 60, F, carries -0.5384; number 61, H, carries 0.6073; number 62, O, carries 0.8556; number 63, H, carries 0.3613; number 64, C, carries -0.4581; number 65, C, carries 0.2468; number 66, C, carries 1.6197; number 67, H, carries 0.3831; number 68, C, carries -0.2832; number 69, C, carries -1.1833; number 70, C, carries -0.6017; number 71, H, carries -0.7441; number 72, H, carries 0.5090; number 73, F, carries -0.2743; number 74, O, carries -0.7398; number 75, C, carries -0.8776; number 76, H, carries 0.6062; number 77, H, carries 0.3174; number 78, C, carries -0.3691; number 79, C, carries -1.1923; number 80, H, carries 0.4097; number 81, H, carries 0.5308; number 82, Sb, carries 1.9027; number 83, H, carries 0.4321; number 84, C, carries 0.2769; number 85, H, carries 0.4601; number 86, H, carries 0.4190; number 87, H, carries 0.4173; number 88, C, carries -0.1538; number 89, H, carries 0.5835; number 90, H, carries 0.3071; number 91, C, carries -0.7734